Density functional theory data (ωB97M-V with the def2-TZVPD basis set) for a molecular structure, C21H33BCl2Cs2F4NO14S2.

Frontier orbital gap: 3.732 eV
LUMO level: -0.72 eV
Energy: -111808.5298 eV
Total charge: -1
HOMO level: -4.4489 eV

Each line ends with the Mulliken charge.
Element x y z (Å)
C1 -1.373 -4.549 0.241  -0.973
C2 -2.287 -3.657 1.287  -0.775
C3 -1.667 -2.234 1.580  -0.475
S1 -2.669 -0.934 0.700  0.549
C4 -4.090 -0.403 1.797  -0.912
C5 -5.375 -0.962 1.071  0.576
C6 -5.761 -0.238 -0.164  -0.230
C7 -6.910 -0.736 -0.903  -0.567
C8 -7.626 -1.914 -0.407  -0.259
C9 -7.253 -2.625 0.816  -0.686
C10 -6.080 -2.126 1.578  -0.399
B1 -1.501 0.512 0.357  0.335
O1 -1.014 1.329 1.372  -0.548
O2 -1.125 0.687 -0.971  -0.308
C11 -0.155 -0.351 -1.360  -0.536
H1 -0.783 -5.334 0.836  0.475
H2 -2.097 -5.155 -0.460  0.418
H3 -0.690 -3.899 -0.405  0.265
H4 -2.295 -4.237 2.273  0.519
H5 -3.351 -3.616 0.845  0.300
H6 -0.635 -2.212 1.065  0.012
H7 -1.540 -1.997 2.667  0.401
H8 -3.976 -0.834 2.830  0.395
H9 -4.125 0.718 1.904  0.476
H10 -5.155 0.647 -0.488  0.249
H11 -7.198 -0.226 -1.849  0.356
H12 -8.482 -2.283 -1.019  0.407
H13 -7.805 -3.531 1.151  0.379
H14 -5.719 -2.645 2.506  0.349
H15 -0.246 1.774 0.939  0.388
H16 -0.643 -1.177 -1.961  0.205
H17 0.641 0.118 -2.041  0.252
H18 0.361 -0.845 -0.490  0.348
C12 3.800 1.524 2.743  -1.042
C13 2.412 2.095 2.776  0.796
O3 1.672 2.010 1.827  -0.572
C14 1.970 2.789 4.053  -1.752
H19 3.976 1.061 1.771  0.120
H20 4.535 2.320 2.890  0.380
H21 3.908 0.762 3.519  0.423
H22 2.621 3.637 4.257  0.383
H23 1.994 2.083 4.890  0.602
H24 0.945 3.154 3.932  0.583
O4 -3.205 4.061 -0.059  -0.642
H25 -2.566 3.362 0.127  0.318
H26 -3.881 3.626 -0.591  0.324
C15 -5.914 -3.443 -5.397  0.500
F1 -4.931 -4.363 -5.258  -0.237
F2 -5.330 -2.338 -5.901  -0.224
F3 -6.735 -3.910 -6.359  -0.222
S2 -6.803 -3.113 -3.806  1.214
O5 -5.776 -2.625 -2.898  -0.596
O6 -7.360 -4.397 -3.414  -0.714
O7 -7.807 -2.119 -4.134  -0.698
O8 4.392 0.386 -3.224  -0.687
Cl1 3.768 -0.720 -2.537  1.745
O9 2.323 -0.614 -2.663  -0.792
O10 4.129 -0.687 -1.137  -0.642
O11 4.207 -1.966 -3.123  -0.712
Cs1 -3.744 -5.387 -0.199  0.980
Cs2 2.165 4.872 5.802  1.012
C16 6.774 2.074 -0.863  -0.655
C17 8.090 1.778 -1.215  -0.462
C18 9.138 2.322 -0.495  -0.349
C19 8.862 3.162 0.584  -0.282
C20 7.555 3.475 0.941  -0.130
C21 6.507 2.921 0.204  -0.375
N1 9.971 3.714 1.363  1.018
O12 11.111 3.436 1.014  -0.644
O13 9.702 4.419 2.323  -0.626
H27 5.954 1.640 -1.427  0.470
H28 8.292 1.119 -2.051  0.408
H29 10.156 2.085 -0.776  0.416
H30 7.341 4.128 1.771  0.486
H31 5.486 3.149 0.468  0.566
Cl2 5.742 5.530 0.940  -0.824
O14 1.058 2.755 -2.770  -0.577
H32 0.977 3.469 -2.128  0.298
H33 0.174 2.371 -2.806  0.294
F4 0.972 -2.673 1.741  -0.868

Atomic forces in eV per Å
1.32 0.32 -0.13
0.84 -0.18 -0.02
0.30 -0.44 -0.71
-0.57 -0.80 0.70
-1.16 -0.30 0.10
-0.44 0.43 -0.59
-1.45 -2.36 1.15
1.17 -0.52 1.86
0.96 0.26 0.88
1.64 2.22 -0.89
-0.74 0.72 -2.04
2.05 1.85 -0.52
-0.81 -1.11 -1.86
-0.51 -0.66 2.16
1.21 -0.98 -1.55
-0.56 1.39 -0.96
8.31 2.78 0.92
-0.71 -0.90 1.24
-0.33 0.77 -1.29
2.16 1.69 1.93
-0.21 0.03 1.32
-0.09 -0.12 -1.18
0.15 0.29 -1.10
0.23 -1.17 -0.35
-0.76 -1.00 0.24
0.10 -0.74 0.86
0.87 0.28 0.61
0.45 0.90 -0.34
-0.46 0.63 -0.96
-0.19 0.02 0.78
0.16 1.02 0.64
-1.20 -0.59 1.34
-0.33 0.74 -0.57
-0.09 0.02 -0.14
0.33 -0.61 -0.87
-0.26 0.36 0.37
-0.19 -0.65 -0.91
-0.05 0.04 0.06
0.04 -0.03 0.08
0.07 0.08 0.07
0.43 -1.98 -1.94
0.19 0.06 0.03
0.04 -0.03 -0.10
-0.07 -0.29 0.09
0.05 0.14 -0.04
0.06 0.13 -0.04
0.40 -0.05 -0.91
-0.28 0.16 0.31
-0.25 -0.15 0.42
-0.02 0.11 0.50
-1.10 0.17 1.02
0.54 -0.22 -0.30
0.47 -0.05 -0.37
0.46 -0.14 -0.32
-0.10 -0.06 0.06
0.46 -0.01 0.01
0.12 -0.15 -0.15
-0.11 0.06 -0.05
-0.14 0.06 0.03
-10.76 -4.27 -1.40
-0.27 2.78 2.68
-0.19 0.04 0.11
0.10 0.14 0.10
0.22 -0.15 -0.24
-0.54 -0.20 -0.22
0.51 -0.67 0.13
0.43 -0.81 -0.19
-0.13 0.00 -0.03
-0.14 0.14 0.18
0.25 -0.16 -0.14
0.06 -0.02 0.03
-0.01 0.05 0.05
-0.02 0.14 0.15
0.19 -0.13 -0.06
0.15 0.05 -0.02
-1.19 1.53 0.53
-0.30 0.11 0.10
0.14 -0.04 -0.06
0.10 -0.03 -0.03
-1.00 0.06 -0.27


Density functional theory data (ωB97M-V with the def2-TZVPD basis set) for a gas-phase ion, C6H14NO (charge -2).

Frontier orbital gap (spin up / spin down): 2.919 / 6.679 eV
LUMO level (spin up / spin down): 6.88 / 6.79 eV
Energy: -9980.2483 eV
Total charge: -2
Energy above the lowest of the compared OMol25 structures with the same formula, charge and spin: 49.2 kcal/mol
Spin multiplicity: 2
HOMO level (spin up / spin down): 3.9576 / 0.1144 eV

Each line ends with the Mulliken charge.
Element x y z (Å)
C1 1.644 -1.330 -0.717  -1.789
N1 0.170 -1.029 -0.785  -0.090
C2 -0.152 0.333 -0.321  0.955
C3 -1.617 0.510 -0.668  -1.255
C4 -2.079 1.972 -0.232  -0.826
O1 -1.256 2.927 -0.251  -0.767
C5 0.110 0.779 1.195  -1.792
C6 2.111 -1.942 0.562  -3.045
H1 2.171 -0.379 -0.995  0.441
H2 1.923 -2.083 -1.423  0.918
H3 -0.482 -1.666 -0.557  0.239
H4 0.318 1.160 -1.014  0.091
H5 -2.328 -0.218 -0.220  0.319
H6 -1.970 0.297 -1.647  0.561
H7 -2.524 1.943 0.864  0.121
H8 -3.011 2.160 -0.828  0.383
H9 -0.609 0.257 1.818  0.223
H10 1.136 0.809 1.610  0.583
H11 -0.230 1.798 1.147  0.486
H12 1.865 -1.171 1.354  0.555
H13 3.080 -2.172 0.506  1.137
H14 1.731 -2.954 0.600  0.553

Atomic forces in eV per Å
-1.40 0.54 -0.55
4.86 4.07 -1.13
0.14 0.33 -1.16
-1.36 1.07 2.11
-3.14 -1.80 1.51
2.98 2.79 -1.14
-0.31 -0.23 -1.37
-3.39 2.24 0.92
-0.48 -0.81 0.35
-0.04 -0.27 -1.16
-2.09 -2.83 1.32
-0.26 -1.73 1.35
0.53 0.08 1.03
0.99 0.33 -1.77
-0.05 -0.97 -0.64
-0.53 -0.15 -0.35
0.21 -0.40 0.40
-0.47 -0.58 -0.55
-0.03 0.67 0.17
0.41 -1.67 -0.18
4.35 -0.47 0.08
-0.90 -0.23 0.77


Density functional theory data (ωB97M-V with the def2-TZVPD basis set) for a molecular structure, C34H38NO7P4SSiV.

Frontier orbital gap (spin up / spin down): 6.696 / 7.460 eV
LUMO level (spin up / spin down): 2.50 / 2.50 eV
Energy: -133267.3242 eV
Total charge: -1
Energy above the lowest of the compared OMol25 structures with the same formula, charge and spin: 26.9 kcal/mol
Spin multiplicity: 4
HOMO level (spin up / spin down): -4.1989 / -4.9637 eV

Each line ends with the Mulliken charge.
Element x y z (Å)
V1 0.028 -1.870 -0.479  0.838
C1 -2.968 -5.459 2.972  -1.048
Si1 -3.121 -3.713 3.555  0.237
C2 -3.255 -3.707 5.413  -1.149
C3 -4.652 -2.911 2.886  -0.992
C4 -1.578 -2.742 3.125  0.610
C5 -0.694 -2.330 4.107  0.186
C6 0.494 -1.662 3.805  -1.463
C7 0.748 -1.381 2.485  -0.828
N1 -0.107 -1.707 1.509  0.286
C8 -1.230 -2.436 1.777  -0.214
S1 -2.064 -2.937 0.329  -0.600
H1 -3.906 -6.010 3.107  0.336
H2 -2.177 -5.977 3.524  0.311
H3 -2.705 -5.467 1.909  0.319
H4 -4.150 -4.258 5.725  0.308
H5 -3.338 -2.683 5.797  0.296
H6 -2.388 -4.181 5.888  0.296
H7 -5.541 -3.334 3.367  0.439
H8 -4.727 -3.060 1.805  0.253
H9 -4.634 -1.833 3.080  0.295
H10 -0.920 -2.542 5.149  0.301
H11 1.201 -1.376 4.572  0.443
H12 1.660 -0.895 2.155  0.843
O1 1.699 -0.899 -2.897  -0.161
P1 2.695 -1.551 -1.817  0.411
O2 4.109 -1.233 -2.073  -0.850
O3 2.035 -1.226 -0.469  0.175
O4 2.449 -3.165 -2.068  -0.193
P2 1.029 -3.878 -1.695  0.212
O5 1.263 -5.367 -2.226  -0.530
O6 -0.078 -3.164 -2.431  -0.525
O7 0.880 -3.860 -0.203  -0.479
H13 1.847 -1.246 -3.783  0.248
H14 1.029 -5.417 -3.159  0.312
C9 -0.458 1.827 -0.159  -2.186
C10 0.930 1.765 0.505  -0.064
P3 2.367 1.707 -0.652  0.307
C11 2.568 3.517 -0.999  0.534
C12 2.612 4.492 -0.001  -0.571
C13 2.800 5.830 -0.312  -0.690
C14 2.954 6.221 -1.639  -0.394
C15 2.926 5.267 -2.645  -0.617
C16 2.737 3.923 -2.325  -0.267
C17 3.761 1.492 0.532  0.781
C18 5.046 1.450 -0.015  -0.700
C19 6.158 1.275 0.791  -0.630
C20 6.005 1.118 2.167  -0.440
C21 4.735 1.137 2.720  -0.758
C22 3.619 1.323 1.906  -0.205
P4 -1.060 0.291 -1.038  1.665
C23 -0.898 0.622 -2.847  0.509
C24 -1.374 -0.372 -3.703  -0.604
C25 -1.301 -0.210 -5.078  -0.667
C26 -0.746 0.947 -5.619  -0.546
C27 -0.266 1.936 -4.774  -0.871
C28 -0.346 1.769 -3.393  0.201
C29 -2.873 0.712 -0.872  0.271
C30 -3.353 1.869 -1.498  -0.558
C31 -4.669 2.273 -1.347  -0.760
C32 -5.545 1.525 -0.563  -0.512
C33 -5.083 0.378 0.061  -0.652
C34 -3.757 -0.024 -0.090  0.356
H15 -0.552 2.701 -0.807  0.650
H16 -1.211 1.928 0.622  0.598
H17 0.978 0.859 1.114  -0.711
H18 1.046 2.623 1.171  1.050
H19 2.517 4.197 1.040  0.246
H20 2.834 6.569 0.480  0.385
H21 3.107 7.266 -1.881  0.361
H22 3.053 5.564 -3.679  0.396
H23 2.732 3.173 -3.109  0.397
H24 5.168 1.522 -1.092  0.326
H25 7.144 1.237 0.345  0.385
H26 6.872 0.967 2.798  0.359
H27 4.603 1.001 3.787  0.403
H28 2.636 1.333 2.362  0.380
H29 -1.766 -1.295 -3.292  0.210
H30 -1.666 -0.995 -5.729  0.410
H31 -0.681 1.069 -6.694  0.365
H32 0.173 2.840 -5.183  0.429
H33 0.044 2.548 -2.753  0.242
H34 -2.698 2.454 -2.132  0.261
H35 -5.014 3.172 -1.846  0.398
H36 -6.576 1.836 -0.447  0.363
H37 -5.750 -0.222 0.670  0.428
H38 -3.412 -0.930 0.396  -0.181

Atomic forces in eV per Å
-0.40 -0.49 -0.67
0.02 -0.43 -0.21
0.28 0.21 -0.07
-0.04 0.01 0.48
-0.33 0.21 -0.23
0.06 0.05 -0.46
0.01 0.03 0.19
-0.03 0.00 0.07
-0.11 0.04 -0.23
-0.26 -0.30 1.30
0.16 0.17 0.14
-0.16 -0.08 0.74
0.11 0.03 -0.01
-0.06 0.00 -0.07
-0.03 -0.05 0.10
0.10 0.06 -0.01
0.00 -0.13 0.00
-0.12 0.05 -0.03
0.05 0.05 -0.07
-0.01 0.04 0.12
-0.05 -0.10 -0.02
0.03 0.02 -0.10
-0.03 -0.03 -0.01
0.01 -0.03 0.01
-0.02 0.13 -0.19
0.25 -0.18 0.82
-0.20 -0.10 0.08
0.11 -0.02 -0.98
-0.17 0.06 -0.19
0.55 0.02 -0.01
-0.05 0.03 -0.09
0.38 0.08 0.24
0.09 0.00 -0.33
-0.02 0.01 0.01
0.00 -0.03 0.01
0.35 -0.20 -0.07
-0.19 -0.16 -0.10
-0.01 -0.06 -0.30
0.10 0.13 0.00
-0.01 0.05 0.00
-0.01 -0.02 -0.06
0.01 -0.03 0.04
-0.05 -0.11 0.07
-0.04 0.02 0.12
-0.06 0.02 -0.03
-0.02 -0.03 -0.11
-0.04 -0.01 0.10
-0.04 0.01 -0.08
-0.04 0.00 -0.11
0.03 0.05 0.09
-0.34 0.80 -0.41
-0.05 -0.04 0.20
0.05 -0.02 -0.01
0.02 0.04 0.01
0.00 -0.01 0.06
-0.02 -0.05 0.05
0.07 0.11 -0.11
0.09 0.08 -0.11
-0.03 -0.06 -0.04
-0.05 -0.07 0.06
0.11 0.02 -0.04
0.08 0.01 -0.03
0.04 -0.04 0.13
-0.08 0.02 0.02
-0.01 0.16 0.13
0.02 0.05 -0.09
-0.11 -0.02 0.12
0.02 0.02 -0.03
0.00 0.00 -0.01
-0.02 -0.02 0.00
0.01 -0.02 0.01
-0.03 0.00 0.03
-0.03 -0.02 0.10
-0.03 0.00 0.01
0.00 0.00 0.00
0.00 0.00 -0.01
0.07 0.02 -0.01
0.01 -0.01 0.03
0.01 0.02 0.02
-0.01 0.00 0.03
-0.01 -0.05 0.03
0.06 0.04 0.02
0.04 -0.01 0.00
0.00 -0.03 0.01
0.02 0.00 -0.01
0.02 0.02 -0.01
-0.03 0.08 -0.05


Density functional theory data (ωB97M-V with the def2-TZVPD basis set) for C4H9NS3 in the gas phase.

Frontier orbital gap: 8.527 eV
LUMO level: 0.07 eV
Energy: -38289.0040 eV
Energy above the lowest of the compared OMol25 structures with the same formula, charge and spin: 12.6 kcal/mol
HOMO level: -8.4566 eV

Each line ends with the Mulliken charge.
Element x y z (Å)
C1 -0.184 -3.087 0.488  -0.804
S1 -0.535 -1.859 -0.695  -0.035
N1 0.827 -0.833 -0.291  -0.237
C2 0.859 0.470 0.079  0.275
S2 2.246 1.418 -0.135  -0.306
C3 -0.361 1.133 0.649  -0.245
C4 -1.067 0.274 1.727  -1.074
S3 -1.522 1.792 -0.625  -0.105
H1 -0.972 -3.881 0.462  0.333
H2 -0.141 -2.701 1.552  0.245
H3 0.762 -3.604 0.306  0.310
H4 1.700 -1.160 -0.816  0.294
H5 -0.007 2.082 1.077  0.315
H6 -0.299 0.036 2.507  0.321
H7 -1.898 0.812 2.117  0.388
H8 -1.444 -0.700 1.417  0.228
H9 -2.003 0.614 -0.961  0.097

Atomic forces in eV per Å
-0.17 -1.55 2.18
0.54 1.34 -0.27
1.28 -0.99 -1.59
1.12 1.08 -0.88
-1.07 -1.19 0.25
-0.82 -0.16 0.43
1.54 -0.33 0.24
0.56 0.06 0.27
0.44 0.72 -0.13
-0.20 -0.21 -1.24
-0.05 0.17 -0.15
-1.55 0.92 1.20
-0.07 -0.51 0.12
-0.73 0.42 -0.29
-0.50 0.54 0.60
0.04 0.26 -0.48
-0.37 -0.57 -0.26


Density functional theory data (ωB97M-V with the def2-TZVPD basis set) for 2 unconnected molecules or ions with the total composition C4H8Br2Si.

Frontier orbital gap: 8.348 eV
LUMO level: -0.40 eV
Energy: -152236.8154 eV
Energy above the lowest of the compared OMol25 structures with the same formula, charge and spin: 117.1 kcal/mol
HOMO level: -8.7484 eV

Each line ends with the Mulliken charge.
Element x y z (Å)
C1 1.413 0.629 -1.292  -0.873
C2 0.677 0.022 -0.393  0.506
C3 0.470 0.547 1.004  -0.787
C4 -2.784 0.076 0.409  -0.606
Si1 -0.835 -1.052 -1.007  0.575
Br1 -3.134 1.866 -0.020  -0.040
Br2 -4.283 -1.194 0.158  -0.152
H1 1.552 0.170 -2.227  0.283
H2 1.985 1.566 -1.192  0.239
H3 0.842 -0.214 1.661  0.327
H4 -0.584 0.562 1.099  0.055
H5 0.862 1.543 1.098  0.330
H6 -2.554 0.103 1.506  0.348
H7 -0.730 -2.470 -0.854  -0.114
H8 -1.233 -0.762 -2.392  -0.089

Atomic forces in eV per Å
1.11 0.81 -0.36
-2.14 -0.20 0.34
0.17 -0.56 -1.38
1.86 -2.39 -0.05
-0.45 2.60 1.41
-0.19 0.54 -0.52
0.42 0.67 0.08
-0.14 -0.29 -1.46
-0.16 -0.57 0.58
0.44 0.05 0.87
-0.93 0.38 0.74
0.47 0.25 0.48
-0.19 -0.48 -1.17
-0.22 -0.91 0.45
-0.05 0.10 -0.01


What is the formula in the second record?
C6H14NO